Molecular formula: C8H14N3S
Method: DFT, wB97M-V/def2-TZVPD

XYZ file:
```
26
Properties=species:S:1:pos:R:3:mulliken_charge:R:1
S 0.0389 1.5763 -0.5599 -0.11
N -2.3946 2.1888 0.6453 -0.44
N -0.6564 -1.0254 -0.3313 -0.11
N 1.6331 -0.4439 -0.7277 -0.23
C -2.4844 -1.0822 1.3486 -1.25
C -1.5517 1.4972 0.0865 0.29
C 4.7186 0.5092 0.6582 -0.73
C 2.6696 0.6220 -0.8012 -0.80
C 0.3433 -0.1586 -0.5263 0.63
C 3.3846 0.7575 0.4770 0.06
C -3.1410 -0.7899 -1.0685 -1.10
C -2.0521 -0.7390 -0.0493 0.25
H -0.5016 -2.0402 -0.3003 0.33
H -3.9867 -0.3057 -0.6210 0.38
H -3.4594 -1.9434 -1.2121 0.32
H -2.2684 3.2551 0.5859 0.30
H 2.2887 1.5594 -1.1790 0.38
H -3.2588 -1.9755 1.2266 0.32
H 3.4318 0.1000 -1.4840 0.32
H 5.0226 0.5770 1.7061 0.26
H 5.3870 0.3763 -0.2054 0.29
H -1.7684 -1.4328 2.0025 0.42
H -3.1983 -0.2937 1.8230 0.30
H 2.6504 0.7323 1.2590 0.30
H -2.9677 -0.1888 -1.9637 0.33
H 2.1209 -1.3322 -0.7887 0.30
```

Results
Charge: +1
Strongest force on any atom (hartree/bohr): 0.098
Kohn-Sham gap (eV): 8.6
Energy above the lowest of the compared OMol25 structures with the same formula, charge and spin (kJ/mol): 328.2

Molecular formula: C4H6GaLiO2
Method: DFT, wB97M-V/def2-TZVPD

XYZ file:
```
14
Properties=species:S:1:pos:R:3:mulliken_charge:R:1
Ga -1.4768 -1.0019 0.5373 0.48
O 0.0398 -2.4270 0.6992 -0.31
O -1.1214 1.6193 0.4036 -0.55
C 0.4978 1.9272 -1.2595 -0.84
C 1.7465 -0.8895 -0.0115 -0.60
C -0.7625 1.5038 -0.9127 0.18
C 1.2993 -1.8944 0.7627 -0.33
Li 1.0912 0.1920 2.1883 0.93
H 0.8035 1.9927 -2.3064 0.34
H 1.2530 -0.3071 -0.7872 0.31
H 2.8250 -0.7189 0.0033 0.32
H -0.0309 -3.0748 -0.0152 0.39
H 1.9469 -2.4681 1.4280 0.42
H 1.1945 2.3536 -0.5115 0.27
```

Results
Charge: +1
Strongest force on any atom (hartree/bohr): 0.104
⟨S²⟩: 0.760
Kohn-Sham gap (alpha / beta) (eV): 5.9 / 5.8
Spin multiplicity: 2

Molecular formula: C4HF3
Method: DFT, wB97M-V/def2-TZVPD

XYZ file:
```
8
Properties=species:S:1:pos:R:3:mulliken_charge:R:1
F -0.3013 -2.0024 -0.7850 -0.25
F 0.5685 -1.9660 1.2645 -0.22
F 1.6545 -1.1635 -0.4411 -0.22
C 0.4511 -1.2377 0.1391 0.91
C -0.7426 1.0232 0.0142 0.31
C -0.1224 0.0455 0.3587 0.24
C -1.6004 2.0977 -0.2217 -0.90
H 0.0925 3.2032 -0.3286 0.13
```

Results
Charge: 0
Strongest force on any atom (hartree/bohr): 0.098
⟨S²⟩: 2.072
Kohn-Sham gap (alpha / beta) (eV): 7.6 / 8.8
Spin multiplicity: 3
Energy above the lowest of the compared OMol25 structures with the same formula, charge and spin (kJ/mol): 253.9

Molecular formula: C5H10O2
Method: DFT, wB97M-V/def2-TZVPD

XYZ file:
```
17
Properties=species:S:1:pos:R:3:mulliken_charge:R:1
O -2.9136 1.1283 0.0696 -0.48
O 3.7028 -0.8670 3.4808 -0.63
C -2.4367 0.3555 -0.7103 0.07
C 0.3110 0.0365 0.6762 -0.71
C -0.2056 -0.1907 -1.8071 -0.47
C 0.3533 -0.6867 -0.4517 -0.24
C -1.2806 0.8797 -1.6281 -0.68
H -2.6352 -0.7230 -0.8507 0.33
H 0.6782 0.1037 -2.3714 0.32
H 3.0750 -0.3565 2.9632 0.32
H -0.2774 0.9224 0.8337 0.26
H -1.7776 1.3954 -2.4526 0.40
H -0.8688 1.6791 -1.0186 0.30
H 0.5240 -1.7540 -0.3790 0.33
H -0.5754 -1.1362 -2.2257 0.30
H 3.5699 -0.3760 4.3103 0.32
H 0.7569 -0.4104 1.5614 0.25
```

Results
Charge: 0
Strongest force on any atom (hartree/bohr): 0.052
SMILES: C=CCCC=O.O
Kohn-Sham gap (eV): 10.5
Energy above the lowest of the compared OMol25 structures with the same formula, charge and spin (kJ/mol): 265.8

Molecular formula: C3H5NO2
Method: DFT, wB97M-V/def2-TZVPD

XYZ file:
```
11
Properties=species:S:1:pos:R:3:mulliken_charge:R:1
O -0.1956 -0.5509 0.2411 -0.34
O 1.1007 1.2992 0.4463 -0.51
N -0.5412 -1.8521 2.1380 -0.59
C 0.4318 0.5745 -0.2401 0.76
C 0.1764 0.7620 -1.7091 -0.98
C -0.0029 -0.8667 1.5767 0.09
H 0.6492 1.6953 -2.0184 0.31
H -0.8964 0.7926 -1.9182 0.30
H 0.5972 -0.0740 -2.2763 0.29
H -1.1335 -2.3778 1.4922 0.27
H 0.6546 -0.1975 2.1220 0.40
```

Results
Charge: 0
Strongest force on any atom (hartree/bohr): 0.010
SMILES: [H]/N=C\OC(C)=O
Kohn-Sham gap (eV): 11.4
Energy above the lowest of the compared OMol25 structures with the same formula, charge and spin (kJ/mol): 64.4

Molecular formula: C27H33FN4O12S2
Method: DFT, wB97M-V/def2-TZVPD

XYZ file:
```
79
Properties=species:S:1:pos:R:3:mulliken_charge:R:1
S 1.8344 4.9223 2.5005 1.53
S 3.4657 2.7666 1.2300 1.46
F 2.8171 -0.7225 3.3047 -0.44
O 2.9620 3.0669 -0.0659 -0.60
O 0.8323 5.1306 3.5132 -0.64
O 0.3815 -2.2637 -1.9200 -0.62
O 1.5394 5.3185 1.1552 -0.72
O 3.5155 1.2055 1.4172 -0.51
O -0.9617 -0.6310 -2.3025 -0.61
O -0.6811 -7.5101 -5.4418 -0.65
O -5.2776 5.1737 7.3733 -0.61
O 1.2363 -7.1577 -4.5376 -0.61
O -0.0101 0.2204 1.8340 -0.52
O -3.6453 3.8062 7.0678 -0.61
O 4.7294 3.2557 1.6691 -0.72
N 0.5051 -7.2421 -5.5021 1.08
N 0.0773 2.4676 3.4680 -0.37
N -0.6137 -1.7871 -2.4331 1.10
N -4.2750 4.8079 6.7933 1.02
C -0.0891 -0.9264 0.9788 -0.04
C 1.7928 0.2140 3.5470 0.45
C 2.1652 -6.5168 -9.3043 -0.42
C 2.4348 -6.7058 -6.9226 -0.40
C -3.0256 -4.3200 -4.7777 -0.60
C 2.2814 0.5394 1.0719 -1.97
C -3.7897 5.6372 5.6737 0.02
C -2.8970 7.1681 3.5830 -0.73
C 0.2607 -7.0576 -7.9403 -0.40
C -2.6637 5.2302 4.9825 -0.41
C 0.7807 -0.4597 4.4582 -1.45
C 0.9591 2.2826 2.3195 -1.61
C 3.3148 5.7200 3.0530 -1.10
C -1.4548 -2.6734 -3.2550 0.17
C 0.3502 -2.2460 1.5866 -1.20
C 1.2528 0.7580 2.1828 1.78
C 2.2355 3.1417 2.4991 -0.39
C 1.0860 -6.9966 -6.8326 0.25
C -2.5798 -2.1428 -3.8599 -0.37
C -1.8906 -4.8305 -4.1606 -0.44
C -3.3692 -2.9824 -4.6291 -0.42
C 0.8136 -6.8132 -9.1869 -0.44
C -1.0916 -4.0010 -3.3888 -0.48
C -4.0226 7.5605 4.2960 -0.32
C -2.2164 6.0066 3.9244 -0.05
C -4.4812 6.7909 5.3534 -0.52
C 2.9734 -6.4648 -8.1762 -0.41
H 0.4114 -0.7360 0.0293 0.14
H -5.3547 7.0744 5.9205 0.46
H -4.5479 8.4675 4.0290 0.37
H -0.4881 3.2984 3.3569 0.11
H 1.9139 0.9304 0.1230 0.82
H 0.4981 2.6049 1.3780 0.52
H 0.7548 -1.5220 4.2366 0.40
H 3.0431 -6.6689 -6.0316 0.45
H -0.2883 -2.5159 2.4264 0.26
H 2.5909 -6.3246 -10.2802 0.38
H -0.2030 -4.3756 -2.9025 0.48
H 2.2695 1.0289 4.0915 0.30
H -3.6471 -4.9715 -5.3782 0.42
H -1.6199 -5.8698 -4.2846 0.53
H 0.1868 -6.8539 -10.0671 0.37
H -0.2200 -0.0488 4.3643 0.29
H -2.8262 -1.0999 -3.7302 0.47
H -4.2536 -2.5896 -5.1119 0.38
H 4.0257 -6.2349 -8.2705 0.37
H 3.2037 5.8782 4.1233 0.36
H 4.1931 5.1181 2.8427 0.36
H 1.0963 -0.3482 5.4951 0.38
H 2.5322 -0.5041 0.9368 0.51
H -1.3351 5.6976 3.3801 0.40
H -2.1442 4.3289 5.2740 0.64
H -0.7868 -7.2912 -7.8249 0.44
H -1.1514 -0.9969 0.7428 0.48
H 3.3403 6.6709 2.5266 0.40
H 2.7426 2.9368 3.4432 0.57
H 0.2186 -3.0134 0.8195 0.44
H 1.3959 -2.2657 1.8899 0.28
H -2.5456 7.7709 2.7557 0.40
H -0.5662 1.6852 3.4975 0.38
```

Results
Charge: 0
Strongest force on any atom (hartree/bohr): 0.005
SMILES: CCO[C@@]1([C@@H](C)F)COS(=O)(=O)[C@@H](S(C)(=O)=O)[C@@H]1N.O=[N+]([O-])c1ccccc1.O=[N+]([O-])c1ccccc1.O=[N+]([O-])c1ccccc1
Kohn-Sham gap (eV): 9.0

Molecular formula: C2H6O
Method: DFT, wB97M-V/def2-TZVPD

XYZ file:
```
9
Properties=species:S:1:pos:R:3:mulliken_charge:R:1
O 2.2480 3.3428 -0.9727 -0.68
C 1.6230 2.6516 -1.7738 -0.54
C -3.0962 -4.7146 2.3077 -0.91
H 0.6741 2.8203 -2.1851 0.14
H -2.2587 -4.2289 1.6679 0.23
H -4.0462 -4.9513 1.8008 0.21
H 2.1422 1.7898 -2.4596 0.08
H -3.0848 -4.1441 3.2035 0.24
H -2.5714 -5.6500 2.5512 0.23
```

Results
Charge: -1
Strongest force on any atom (hartree/bohr): 0.100
⟨S²⟩: 0.753
Kohn-Sham gap (alpha / beta) (eV): 1.7 / 5.1
Spin multiplicity: 2
Energy above the lowest of the compared OMol25 structures with the same formula, charge and spin (kJ/mol): 44.2

Molecular formula: C6H9N
Method: DFT, wB97M-V/def2-TZVPD

XYZ file:
```
16
Properties=species:S:1:pos:R:3:mulliken_charge:R:1
N 0.4188 0.2929 -1.3783 -0.40
C -1.6012 -1.5371 -1.4345 -1.00
C -0.8518 -0.4791 -0.8473 0.40
C 0.4729 0.3921 0.8821 0.53
C 0.9350 0.8116 2.3137 -1.09
C 1.0107 1.0542 -0.2335 -0.37
C -0.4120 -0.5965 0.6049 -0.70
H -0.5652 -1.5318 1.1094 0.32
H 1.9014 1.2887 2.2397 0.32
H 0.1666 0.8827 -2.1661 0.31
H -1.2947 0.5173 -0.6703 0.29
H 0.0856 1.2908 2.7650 0.30
H 2.0765 1.0125 -0.3965 0.25
H -2.6780 -1.5937 -1.4046 0.26
H 1.0501 -0.1895 2.7818 0.28
H -1.1936 -2.1425 -2.2290 0.28
```

Results
Charge: 0
Strongest force on any atom (hartree/bohr): 0.103
Kohn-Sham gap (eV): 5.0
Energy above the lowest of the compared OMol25 structures with the same formula, charge and spin (kJ/mol): 667.1